# 1
A 2-piece molecular cluster, C24H49BCl3N5O13PS2 overall in a non-equilibrium geometry, computed with the ωB97M-V functional and the def2-TZVPD basis.

Each atom is followed by the atoms it is bonded to, with distances in Å.
Atoms and positions in Å:
1 C -2.212 2.787 1.116  C2 1.567, H43 1.148, H44 1.127, H45 1.153
2 C -2.196 2.250 2.588  C1 1.567, Cl3 1.836, C4 1.424
3 Cl -2.145 3.560 3.874  C2 1.836
4 C -2.255 0.871 2.934  C2 1.424, Cl5 1.847, C6 1.585
5 Cl -2.339 0.634 4.764  C4 1.847
6 C -2.312 -0.328 1.899  C4 1.585, N7 1.484, C30 1.600, H46 1.160
7 N -3.449 -0.073 0.979  C6 1.484, C8 1.491, C16 1.473
8 C -4.733 0.015 1.733  N7 1.491, C9 1.602, H47 1.151, H48 1.154
9 C -5.378 1.473 1.878  C8 1.602, C10 1.598, H49 1.154, H50 1.148
10 C -5.555 2.290 0.516  C9 1.598, C11 1.627, H51 1.149, H52 1.130
11 C -7.111 2.501 0.091  C10 1.627, S12 1.874, H53 1.139, H54 1.133
12 S -7.430 4.341 -0.055  C11 1.874, O13 1.519, O14 1.499, O15 1.689
13 O -6.996 5.073 1.204  S12 1.519
14 O -8.883 4.658 -0.248  S12 1.499
15 O -6.446 4.958 -1.281  S12 1.689, H55 0.989
16 C -3.560 -0.945 -0.202  N7 1.473, C17 1.640, C22 1.630, H56 1.153
17 C -3.621 -0.130 -1.624  C16 1.640, P18 1.878, H57 1.138, H58 1.154
18 P -5.146 -0.521 -2.647  C17 1.878, O19 1.547, O20 1.682, O21 1.710
19 O -5.489 0.768 -3.430  P18 1.547
20 O -6.501 -0.940 -1.743  P18 1.682, H59 0.982
21 O -4.755 -1.679 -3.842  P18 1.710, H60 0.981
22 C -2.451 -2.138 -0.251  C16 1.630, Cl23 1.799, N24 1.479, H61 1.149
23 Cl -3.035 -3.421 0.868  C22 1.799
24 N -1.132 -1.500 -0.052  C22 1.479, C25 1.489, C30 1.544, H62 1.048
25 C -0.020 -2.295 -0.642  N24 1.489, C26 1.587, H63 1.155, H64 1.142
26 C -0.123 -3.877 -0.695  C25 1.587, O27 1.471, H65 1.128, H66 1.150
27 O -0.848 -4.391 -1.867  C26 1.471, C28 1.409
28 C 0.021 -4.546 -2.966  O27 1.409, O29 1.235, H67 1.146
29 O 0.929 -3.775 -3.291  C28 1.235
30 C -0.911 -0.851 1.332  C6 1.600, N24 1.544, C31 1.626, C39 1.595
31 C 0.153 0.336 1.009  C30 1.626, C32 1.581, H68 1.153, H69 1.154
32 C 0.929 0.958 2.238  C31 1.581, C33 1.629, H70 1.124, H71 1.146
33 C 1.988 2.024 1.607  C32 1.629, C34 1.625, H72 1.134, H73 1.145
34 C 3.346 1.265 1.137  C33 1.625, N35 1.505, H74 1.146, H75 1.149
35 N 3.360 1.094 -0.358  C34 1.505, C36 1.479, H76 1.033
36 C 4.464 1.859 -0.976  N35 1.479, N37 1.304, N38 1.480
37 N 5.689 1.440 -1.126  C36 1.304, H77 1.035
38 N 4.143 3.207 -1.495  C36 1.480, H78 1.030, H79 1.036
39 C -0.179 -1.967 2.205  C30 1.595, B40 1.611, H80 1.150, H81 1.153
40 B -0.232 -1.884 3.814  C39 1.611, O41 1.423, O42 1.458
41 O 0.578 -1.088 4.671  B40 1.423, H82 0.986
42 O -1.186 -2.757 4.488  B40 1.458, H83 0.979
43 H -3.025 3.588 0.990  C1 1.148
44 H -2.255 2.024 0.289  C1 1.127
45 H -1.227 3.367 0.961  C1 1.153
46 H -2.706 -1.213 2.539  C6 1.160
47 H -5.584 -0.613 1.279  C8 1.151
48 H -4.665 -0.393 2.810  C8 1.154
49 H -6.455 1.269 2.241  C9 1.154
50 H -4.934 2.093 2.736  C9 1.148
51 H -5.188 3.356 0.733  C10 1.149
52 H -5.054 1.842 -0.393  C10 1.130
53 H -7.378 1.953 -0.872  C11 1.139
54 H -7.839 2.144 0.883  C11 1.133
55 H -6.516 5.939 -1.171  O15 0.989
56 H -4.530 -1.566 -0.254  C16 1.153
57 H -3.411 0.980 -1.492  C17 1.138
58 H -2.722 -0.539 -2.221  C17 1.154
59 H -7.294 -0.480 -2.097  O20 0.982
60 H -4.331 -1.230 -4.604  O21 0.981
61 H -2.536 -2.534 -1.326  C22 1.149
62 H -1.171 -0.637 -0.644  N24 1.048
63 H 0.050 -1.989 -1.753  C25 1.155
64 H 1.032 -2.073 -0.259  C25 1.142
65 H -0.502 -4.402 0.229  C26 1.128
66 H 0.952 -4.262 -0.844  C26 1.150
67 H -0.179 -5.447 -3.644  C28 1.146
68 H -0.361 1.100 0.315  C31 1.153
69 H 1.018 -0.027 0.336  C31 1.154
70 H 0.340 1.534 3.002  C32 1.124
71 H 1.594 0.135 2.676  C32 1.146
72 H 2.302 2.784 2.388  C33 1.134
73 H 1.555 2.527 0.675  C33 1.145
74 H 3.420 0.209 1.576  C34 1.146
75 H 4.282 1.810 1.521  C34 1.149
76 H 3.489 0.091 -0.570  N35 1.033
77 H 5.751 0.491 -0.719  N37 1.035
78 H 4.060 3.838 -0.685  N38 1.030
79 H 3.202 3.104 -1.915  N38 1.036
80 H -0.489 -3.045 1.955  C39 1.150
81 H 0.939 -1.918 1.926  C39 1.153
82 H -0.002 -0.872 5.439  O41 0.986
83 H -2.030 -2.689 3.997  O42 0.979
84 O 7.811 -1.668 -0.967  S85 1.441
85 S 9.222 -1.790 -1.230  O84 1.441, O86 1.437, O87 1.615, C90 1.770
86 O 10.191 -0.949 -0.582  S85 1.437
87 O 9.464 -1.727 -2.826  S85 1.615, C88 1.430
88 C 8.942 -0.611 -3.551  O87 1.430, C89 1.517, H91 1.094, H92 1.092
89 C 9.801 0.626 -3.368  C88 1.517, H93 1.092, H94 1.092, H95 1.092
90 C 9.701 -3.478 -1.000  S85 1.770, H96 1.089, H97 1.090, H98 1.089
91 H 7.904 -0.417 -3.267  C88 1.094
92 H 8.941 -0.893 -4.606  C88 1.092
93 H 9.750 0.992 -2.341  C89 1.092
94 H 9.466 1.429 -4.029  C89 1.092
95 H 10.849 0.404 -3.581  C89 1.092
96 H 8.998 -4.120 -1.528  C90 1.089
97 H 9.674 -3.689 0.069  C90 1.090
98 H 10.713 -3.612 -1.380  C90 1.089

calculated total energy = -128943.523 eV
total charge = +1

---

# 2
A 5-piece molecular cluster, C24H49F5IN6O7S overall in a non-equilibrium geometry, computed with the ωB97M-V functional and the def2-TZVPD basis.

Each atom is followed by the atoms it is bonded to, with distances in Å.
Atoms and positions in Å:
1 C -0.032 -1.222 2.735  C2 1.658, H25 1.170, H26 1.177, H27 1.183
2 C 0.691 -2.361 1.772  C1 1.658, C3 1.638, H28 1.194, H29 1.170
3 C 2.046 -1.837 1.014  C2 1.638, N4 1.507, H30 1.171, H31 1.194
4 N 1.828 -1.098 -0.281  C3 1.507, N5 1.383, H32 1.043
5 N 0.868 -0.106 -0.205  N4 1.383, C6 1.544, N14 1.414
6 C -0.626 -0.283 -0.554  N5 1.544, N7 1.375, N9 1.516
7 N -1.170 -1.479 -0.958  C6 1.375, I8 2.063, H33 1.064
8 I -3.148 -1.770 -1.464  N7 2.063
9 N -1.431 0.992 -0.404  C6 1.516, C10 1.533
10 C -0.295 1.927 0.026  N9 1.533, O11 1.469, N14 1.512
11 O -0.750 3.308 0.238  C10 1.469, C12 1.499
12 C -1.288 3.709 -1.102  O11 1.499, N13 1.313
13 N -1.474 4.176 -2.315  C12 1.313
14 N 1.056 1.256 0.125  N5 1.414, C10 1.512, S15 1.746
15 S 2.517 2.112 0.552  N14 1.746, O16 1.577, O17 1.579, C18 1.868
16 O 3.461 2.016 -0.709  S15 1.577
17 O 2.230 3.658 0.700  S15 1.579
18 C 3.325 1.583 2.150  S15 1.868, F19 1.512, F20 1.511, C21 1.635
19 F 3.706 2.840 2.898  C18 1.512
20 F 2.291 0.930 3.038  C18 1.511
21 C 4.706 0.719 2.000  C18 1.635, F22 1.479, F23 1.510, F24 1.511
22 F 4.777 -0.177 0.826  C21 1.479
23 F 5.072 -0.064 3.238  C21 1.510
24 F 5.822 1.721 1.822  C21 1.511
25 H -0.083 -0.156 2.256  C1 1.170
26 H -1.129 -1.507 3.053  C1 1.177
27 H 0.599 -1.132 3.732  C1 1.183
28 H 1.014 -3.236 2.517  C2 1.194
29 H -0.126 -2.813 1.066  C2 1.170
30 H 2.693 -1.277 1.814  C3 1.171
31 H 2.665 -2.819 0.734  C3 1.194
32 H 1.654 -1.767 -1.062  N4 1.043
33 H -0.501 -2.304 -1.020  N7 1.064
34 C -0.800 -6.171 -4.131  C35 1.519, H39 1.095, H40 1.093, H41 1.093
35 C -2.231 -5.942 -3.673  C34 1.519, O36 1.424, H42 1.094, H43 1.095
36 O -2.743 -4.663 -4.034  C35 1.424, C37 1.426
37 C -2.819 -4.378 -5.429  O36 1.426, C38 1.520, H44 1.093, H45 1.096
38 C -3.734 -5.324 -6.189  C37 1.520, H46 1.094, H47 1.094, H48 1.094
39 H -0.152 -5.355 -3.795  C34 1.095
40 H -0.418 -7.114 -3.730  C34 1.093
41 H -0.730 -6.219 -5.220  C34 1.093
42 H -2.260 -5.990 -2.580  C35 1.094
43 H -2.893 -6.734 -4.036  C35 1.095
44 H -1.818 -4.356 -5.868  C37 1.093
45 H -3.219 -3.362 -5.515  C37 1.096
46 H -3.332 -6.340 -6.210  C38 1.094
47 H -3.853 -4.990 -7.224  C38 1.094
48 H -4.720 -5.371 -5.718  C38 1.094
49 C -6.502 1.023 2.843  C50 1.519, H54 1.095, H55 1.093, H56 1.093
50 C -5.116 0.724 2.298  C49 1.519, O51 1.424, H57 1.094, H58 1.095
51 O -5.092 0.526 0.887  C50 1.424, C52 1.426
52 C -5.505 1.628 0.083  O51 1.426, C53 1.520, H59 1.093, H60 1.096
53 C -4.634 2.862 0.255  C52 1.520, H61 1.094, H62 1.094, H63 1.094
54 H -7.218 0.261 2.519  C49 1.095
55 H -6.485 1.051 3.936  C49 1.093
56 H -6.871 1.990 2.491  C49 1.093
57 H -4.758 -0.208 2.747  C50 1.094
58 H -4.402 1.502 2.585  C50 1.095
59 H -6.558 1.858 0.264  C52 1.093
60 H -5.434 1.295 -0.958  C52 1.096
61 H -4.738 3.290 1.256  C53 1.094
62 H -4.916 3.632 -0.468  C53 1.094
63 H -3.578 2.613 0.114  C53 1.094
64 C 4.263 -1.566 8.513  C65 1.519, H69 1.095, H70 1.093, H71 1.093
65 C 4.243 -1.437 7.000  C64 1.519, O66 1.424, H72 1.094, H73 1.095
66 O 2.940 -1.221 6.466  C65 1.424, C67 1.426
67 C 2.271 -0.033 6.884  O66 1.426, C68 1.520, H74 1.093, H75 1.096
68 C 3.000 1.241 6.492  C67 1.520, H76 1.094, H77 1.094, H78 1.094
69 H 3.548 -2.326 8.845  C64 1.095
70 H 5.262 -1.846 8.860  C64 1.093
71 H 3.992 -0.626 9.000  C64 1.093
72 H 4.605 -2.373 6.564  C65 1.094
73 H 4.928 -0.652 6.662  C65 1.095
74 H 2.075 -0.064 7.959  C67 1.093
75 H 1.293 -0.040 6.390  C67 1.096
76 H 3.948 1.342 7.029  C68 1.094
77 H 2.390 2.118 6.725  C68 1.094
78 H 3.228 1.243 5.422  C68 1.094
79 C 1.657 3.177 -3.975  C80 1.519, H84 1.095, H85 1.093, H86 1.093
80 C 2.631 4.015 -4.786  C79 1.519, O81 1.424, H87 1.094, H88 1.095
81 O 2.685 3.649 -6.161  C80 1.424, C82 1.426
82 C 1.475 3.784 -6.904  O81 1.426, C83 1.520, H89 1.093, H90 1.096
83 C 0.960 5.213 -6.964  C82 1.520, H91 1.094, H92 1.094, H93 1.094
84 H 1.857 2.110 -4.113  C79 1.095
85 H 1.739 3.418 -2.912  C79 1.093
86 H 0.622 3.359 -4.279  C79 1.093
87 H 3.639 3.863 -4.386  C80 1.094
88 H 2.414 5.083 -4.684  C80 1.095
89 H 0.712 3.104 -6.516  C82 1.093
90 H 1.699 3.451 -7.923  C82 1.096
91 H 0.636 5.565 -5.981  C83 1.094
92 H 0.105 5.282 -7.642  C83 1.094
93 H 1.744 5.892 -7.314  C83 1.094

ΔE to the lowest compared entry with this formula, charge and spin = 11.928 eV
calculated total energy = -81453.716 eV
total charge = +1